Entry 1:
ORCA calculation (wB97M-V/def2-TZVPD) on a 2-piece molecular cluster, C32H45N4O2 overall at a distorted geometry.

Relative energy (zero: lowest compared OMol25 entry of this formula, charge and spin) in kcal per mole: 36.93
DFT total energy in Eh: -1615.58528
Gap between HOMO and LUMO in eV: 5.33
HOMO energy in eV: -9.90
LUMO in eV: -4.57

Geometry as ORCA input:
```
! RIJCOSX wB97M-V def2-TZVPD def2/J DEFGRID3
* xyz 1 1
C -4.3459 6.1340 1.8034
O -3.0638 5.6902 2.3067
C -2.5682 4.4970 1.8969
C -1.2887 4.1326 2.3794
C -0.6801 2.9830 1.9298
C -1.2666 2.1286 0.9426
C -0.6123 0.9616 0.3778
C -1.4118 -0.0998 -0.0680
C -1.0507 -1.4112 -0.3369
N -1.9054 -2.3483 -0.8115
C -1.3993 -3.6909 -1.1024
C -0.2114 -3.6900 -2.0699
C 0.2541 -5.0845 -2.4210
C 0.2884 -5.4916 -3.7575
C 0.6640 -6.7968 -4.0733
C 1.0411 -7.6768 -3.0531
C 1.0065 -7.2680 -1.7150
C 0.6209 -5.9635 -1.3984
C -2.6223 -4.4060 -1.6754
O -2.7049 -5.5723 -2.0506
N -3.6474 -3.5026 -1.6851
C -4.9411 -3.8526 -2.2327
C -3.3337 -2.1683 -1.1764
C -4.2680 -1.8708 0.0070
C -3.5656 -1.1265 -2.2822
C -2.5785 2.5041 0.5212
C -3.2467 3.6086 1.0312
H -4.4405 7.1583 2.1663
H -4.3795 6.1187 0.7050
H -5.1574 5.5156 2.2108
H -0.8048 4.7942 3.0935
H 0.3003 2.7234 2.3332
H 0.4747 0.8723 0.3641
H -2.4744 0.0906 -0.1942
H -0.0325 -1.7607 -0.1485
H -1.1085 -4.1895 -0.1601
H -0.5082 -3.1447 -2.9830
H 0.6125 -3.1359 -1.5915
H -0.0124 -4.7829 -4.5325
H 0.6504 -7.1225 -5.1141
H 1.3484 -8.6919 -3.3021
H 1.2690 -7.9581 -0.9120
H 0.5843 -5.6213 -0.3604
H -4.8997 -4.8835 -2.5959
H -5.7247 -3.7654 -1.4666
H -5.1879 -3.1828 -3.0678
H -4.3559 -2.7589 0.6458
H -3.9208 -1.0280 0.6089
H -5.2638 -1.6329 -0.3897
H -3.0650 -1.4332 -3.2101
H -4.6453 -1.0399 -2.4646
H -3.1867 -0.1430 -1.9966
H -3.0848 1.9162 -0.2463
H -4.2787 3.8211 0.7502
C 6.1968 2.4445 3.4174
C 5.7548 0.9990 3.7325
C 4.3135 0.8526 3.2006
N 4.0486 2.0511 2.4667
C 2.7108 2.4413 2.1344
C 2.7759 3.0223 0.7304
C 1.5758 3.7316 0.1047
C 1.9848 3.7739 -1.3726
C 3.0350 2.6403 -1.5327
N 2.9546 1.9449 -0.2327
C 5.0228 3.0893 2.6589
H 6.4163 3.0129 4.3261
H 7.0823 2.4469 2.7754
H 6.4007 0.2970 3.1985
H 5.8019 0.7816 4.8023
H 4.2416 -0.0169 2.5220
H 3.5733 0.6805 4.0061
H 2.0276 1.5774 2.1234
H 2.3262 3.2314 2.8124
H 3.6055 3.7624 0.7307
H 0.7707 2.9954 0.1934
H 1.3085 4.6805 0.5864
H 1.1194 3.5754 -2.0069
H 2.4344 4.7482 -1.5878
H 2.8695 1.9763 -2.3889
H 4.0390 3.0896 -1.6760
H 3.7728 1.3722 -0.0380
H 4.6137 3.9638 3.2040
H 5.3524 3.4805 1.6811
*
```

Löwdin population analysis, charges in e, atoms 1 to 2: atom 1 (C): -0.0406, atom 2 (O): -0.0591


Entry 2:
ORCA calculation (wB97M-V/def2-TZVPD) on C32H45N5O4PS2V as an isolated structure at a distorted geometry.

Relative energy (zero: lowest compared OMol25 entry of this formula, charge and spin) in kcal per mole: 3.67
⟨S²⟩: 2.01
DFT total energy in Eh: -3903.06017
Gap between HOMO and LUMO (spin up / spin down) in eV: 7.70 / 7.50
HOMO energy (spin up / spin down) in eV: -7.43 / -7.44
LUMO (spin up / spin down) in eV: 0.27 / 0.05

Geometry as ORCA input:
```
! RIJCOSX wB97M-V def2-TZVPD def2/J DEFGRID3
* xyz 0 3
V -0.0501 0.2552 0.8264
C 0.0612 3.4627 1.5207
N 0.0763 2.1150 2.1092
C 1.2827 1.9941 2.9635
C 2.6388 2.0437 2.2447
C 2.7425 1.0953 1.0345
N 1.8407 -0.0201 1.2238
C 2.3069 -1.1590 1.5814
C 1.4884 -2.2090 2.1278
C 2.0278 -3.4736 2.3977
C 1.3104 -4.4211 3.0886
C 0.0496 -4.0894 3.5901
C -0.4904 -2.8429 3.3713
C 0.1742 -1.8962 2.5741
O -0.3903 -0.7435 2.3154
C -1.0909 1.9649 3.0016
C -2.4700 2.1659 2.3539
C -2.6970 1.7626 0.8862
N -1.9557 0.6207 0.3508
C -2.5550 0.0062 -0.6109
C -2.0297 -1.0276 -1.4547
C -2.8128 -1.4954 -2.5213
C -2.3772 -2.5038 -3.3456
C -1.1276 -3.0866 -3.1085
C -0.3242 -2.6326 -2.0898
C -0.7388 -1.5819 -1.2461
O 0.0499 -1.1403 -0.3164
H -0.0185 4.2189 2.3145
H -0.7665 3.5694 0.8271
H 0.9705 3.6495 0.9590
H 1.2068 1.0468 3.5014
H 1.2698 2.8041 3.7063
H 3.3884 1.7696 2.9913
H 2.8696 3.0552 1.9089
H 3.7792 0.7669 0.9048
H 2.4356 1.6406 0.1475
H 3.3881 -1.3230 1.5772
H 3.0259 -3.6996 2.0389
H 1.7247 -5.4037 3.2692
H -0.5071 -4.8167 4.1688
H -1.4529 -2.5646 3.7775
H -1.0110 2.6817 3.8321
H -1.0492 0.9645 3.4228
H -2.7494 3.2190 2.4204
H -3.1716 1.6110 2.9803
H -2.4613 2.6137 0.2396
H -3.7704 1.5757 0.7783
H -3.5691 0.3181 -0.8749
H -3.7805 -1.0368 -2.6935
H -2.9907 -2.8432 -4.1690
H -0.7928 -3.9035 -3.7354
H 0.6504 -3.0700 -1.9129
N -4.3425 -5.1175 3.9776
C -3.9230 -4.0990 3.1544
C -3.2517 -4.3689 1.9596
C -2.9193 -3.3203 1.1237
N -3.2049 -2.0454 1.3804
C -3.8270 -1.7930 2.5277
C -4.1973 -2.7592 3.4453
H -3.9440 -6.0274 3.8297
H -4.5768 -4.8897 4.9276
H -2.9982 -5.3888 1.6975
H -2.4016 -3.5107 0.1878
H -4.0472 -0.7473 2.7235
H -4.6919 -2.4847 4.3691
C 1.5209 3.8486 -5.5712
C 0.3918 3.5311 -4.6015
C -0.1239 2.1103 -4.7683
O 0.8142 3.8431 -3.2554
P 1.5998 2.9759 -2.1765
S 2.5235 4.2361 -0.9860
S 0.2958 1.6268 -1.3962
O 2.6012 2.1705 -3.1604
C 3.5667 1.1765 -2.7911
C 4.7531 1.7806 -2.0515
C 4.0161 0.5472 -4.1004
H 1.1574 3.7807 -6.5973
H 2.3407 3.1468 -5.4301
H 1.8956 4.8561 -5.3915
H -0.4306 4.2311 -4.7682
H 0.6771 1.3901 -4.6106
H -0.5157 1.9886 -5.7792
H -0.9164 1.9009 -4.0521
H 3.0675 0.4199 -2.1712
H 5.2556 2.5018 -2.6974
H 5.4590 0.9961 -1.7712
H 4.4287 2.3040 -1.1571
H 4.4991 1.3009 -4.7235
H 3.1637 0.1364 -4.6416
H 4.7267 -0.2557 -3.9028
*
```

Löwdin population analysis, charges in e, atoms 1 to 2: atom 1 (V): 0.7711, atom 2 (C): -0.0832


Entry 3:
ORCA calculation (wB97M-V/def2-TZVPD) on C32H46AsIN6O2RbS as an isolated structure at a distorted geometry.

Relative energy (zero: lowest compared OMol25 entry of this formula, charge and spin) in kcal per mole: 16.16
DFT total energy in Eh: -4681.81720
Gap between HOMO and LUMO in eV: 6.43
HOMO energy in eV: -4.44
LUMO in eV: 1.99

Geometry as ORCA input:
```
! RIJCOSX wB97M-V def2-TZVPD def2/J DEFGRID3
* xyz -1 1
Rb -0.7798 -0.7454 -1.5317
N 3.9276 -3.2745 -1.2023
C 2.6298 -2.9011 -0.8928
S 1.4453 -3.1521 -2.1031
N 2.5489 -2.4261 0.3474
N 1.4038 -1.7710 0.6629
C 1.1308 -1.7337 1.9223
C 1.9362 -2.4505 2.9584
C 1.3884 -3.5362 3.6313
C 2.1148 -4.2196 4.6002
C 3.4013 -3.8098 4.9152
C 3.9578 -2.7218 4.2488
C 3.2338 -2.0548 3.2735
C -0.0692 -0.9691 2.3741
C -0.3745 -0.8547 3.7324
C -1.5140 -0.1687 4.1157
C -2.3342 0.3826 3.1450
C -1.9429 0.2405 1.8220
N -0.8350 -0.3867 1.4471
H 3.9921 -3.9704 -1.9266
H 4.5103 -3.4168 -0.3909
H 0.3790 -3.8544 3.3943
H 1.6727 -5.0722 5.1003
H 3.9720 -4.3388 5.6685
H 4.9659 -2.4013 4.4823
H 3.6771 -1.2311 2.7286
H 0.2722 -1.3020 4.4736
H -1.7641 -0.0802 5.1663
H -3.2511 0.9006 3.3927
H -2.5554 0.6351 1.0174
C 2.4137 -0.0606 -4.0392
N 1.4655 0.8834 -3.4741
C 2.0594 1.6184 -2.3806
C 0.8788 1.7509 -4.4758
C -0.4440 2.3735 -4.0293
N -1.3443 1.3969 -3.4581
C -2.4851 2.0088 -2.7983
C -1.7916 0.4021 -4.4252
H 3.3001 0.4451 -4.4641
H 1.9325 -0.6404 -4.8274
H 2.7368 -0.7693 -3.2773
H 2.9409 2.2039 -2.7016
H 2.3746 0.9277 -1.5953
H 1.3298 2.3019 -1.9478
H 0.7172 1.1582 -5.3776
H 1.5677 2.5681 -4.7616
H -0.8994 2.8880 -4.8968
H -0.2615 3.1424 -3.2734
H -3.1574 2.5270 -3.5045
H -2.1355 2.7324 -2.0605
H -3.0589 1.2350 -2.2807
H -2.3333 0.8681 -5.2666
H -2.4574 -0.3174 -3.9401
H -0.9432 -0.1527 -4.8280
I -1.4325 -7.3866 1.9213
C -2.0076 -5.7029 0.8240
C -3.1989 -5.7269 0.1119
C -3.5646 -4.6095 -0.6278
C -2.7804 -3.4640 -0.6160
C -1.5958 -3.4659 0.1130
C -1.1841 -4.5876 0.8159
C -3.1290 -2.2438 -1.4503
O -3.1332 -2.4095 -2.6859
O -3.2567 -1.1548 -0.8251
H -3.8249 -6.6092 0.1199
H -4.4673 -4.6310 -1.2259
H -0.9708 -2.5838 0.1293
H -0.2311 -4.5884 1.3274
C 1.6054 2.0431 2.1745
C 1.3775 3.2939 1.3306
As -0.2517 3.1380 0.2485
C -0.0601 4.7851 -0.8205
C 0.2695 6.0732 -0.0763
C -1.5250 3.7948 1.5899
C -2.9237 3.9595 1.0047
H 2.4993 2.1470 2.7937
H 1.7270 1.1561 1.5510
H 0.7628 1.8472 2.8425
H 2.2043 3.4485 0.6323
H 1.3044 4.1888 1.9522
H -0.9880 4.8908 -1.3885
H 0.7144 4.5623 -1.5591
H -0.4826 6.3145 0.6764
H 0.3189 6.9209 -0.7646
H 1.2321 6.0052 0.4320
H -1.1539 4.7276 2.0182
H -1.5279 3.0527 2.3909
H -2.9464 4.7343 0.2345
H -3.6490 4.2400 1.7719
H -3.2751 3.0333 0.5443
*
```

Löwdin population analysis, charges in e, atoms 1 to 2: atom 1 (Rb): 0.7775, atom 2 (N): 0.0190


Entry 4:
ORCA calculation (wB97M-V/def2-TZVPD) on C32H46BClF4OP4Pd as an isolated structure at a distorted geometry.

Relative energy (zero: lowest compared OMol25 entry of this formula, charge and spin) in kcal per mole: 4.21
⟨S²⟩: 6.04
DFT total energy in Eh: -3699.50792
Gap between HOMO and LUMO (spin up / spin down) in eV: 7.00 / 5.81
HOMO energy (spin up / spin down) in eV: -12.31 / -14.64
LUMO (spin up / spin down) in eV: -5.31 / -8.83

Geometry as ORCA input:
```
! RIJCOSX wB97M-V def2-TZVPD def2/J DEFGRID3
* xyz 2 5
P -4.7719 -0.7670 -0.4804
C -4.8341 -0.5869 1.3141
C -5.9064 0.1734 1.8304
H -6.5485 0.7369 1.1503
C -6.1428 0.1864 3.2001
H -6.9561 0.7898 3.6141
C -5.3437 -0.5862 4.0529
H -5.5724 -0.6154 5.1248
C -4.2613 -1.3011 3.5455
H -3.6223 -1.8671 4.2149
C -3.9821 -1.2889 2.1767
H -3.1243 -1.8243 1.7734
C -3.6848 0.4801 -1.1997
C -3.3324 1.6524 -0.5018
H -3.4052 1.6668 0.5899
C -2.9155 2.7750 -1.2137
H -2.6908 3.6982 -0.6693
C -2.8200 2.7413 -2.6102
H -2.5721 3.6453 -3.1667
C -3.0513 1.5383 -3.2895
H -2.9390 1.4912 -4.3804
C -3.4526 0.4023 -2.5956
H -3.6488 -0.5380 -3.1219
C -4.0634 -2.3639 -0.8970
C -4.9887 -3.4033 -1.1739
H -6.0554 -3.2371 -1.0173
C -4.5177 -4.6173 -1.6763
H -5.2182 -5.4252 -1.9044
C -3.1415 -4.7903 -1.8959
H -2.7906 -5.7273 -2.3202
C -2.2237 -3.7785 -1.5655
H -1.1526 -3.9310 -1.7080
C -2.6873 -2.5731 -1.0468
H -1.9647 -1.8030 -0.7430
Pd 1.6921 -0.0949 1.3398
C 2.2640 0.6885 -0.5352
C 1.4698 0.8077 -1.5969
H 3.2922 1.0915 -0.5377
C 0.0088 0.2964 -1.6338
O -0.1222 -0.5355 -2.8222
H -0.9620 -1.0389 -2.8097
C -0.3673 -0.4919 -0.4787
H -0.6751 1.1881 -1.6641
C 0.1118 -0.8041 0.6701
Cl 0.8909 -0.8274 3.5456
P 3.0602 -2.0060 1.2070
P 1.8160 2.0461 2.4328
C 3.9206 -2.3766 2.7575
H 3.1816 -2.3780 3.5686
H 4.6378 -1.5521 2.9135
H 4.4315 -3.3484 2.6713
C 2.0952 -3.4832 0.7590
H 1.6107 -3.3155 -0.2117
H 1.3220 -3.6416 1.5175
H 2.7627 -4.3551 0.7014
C 4.3507 -1.9151 -0.0612
H 5.1709 -1.2838 0.3111
H 3.9275 -1.4610 -0.9633
H 4.7051 -2.9317 -0.2823
C 2.7516 2.2623 3.9678
H 3.8143 2.0734 3.7440
H 2.3892 1.5410 4.7082
H 2.6115 3.2957 4.3199
C 2.4116 3.4686 1.4678
H 1.8852 3.5250 0.5081
H 3.4879 3.3240 1.2914
H 2.2405 4.3908 2.0455
C 0.0890 2.4750 2.8205
H -0.3007 1.6875 3.4728
H -0.4814 2.5017 1.8844
H 0.0551 3.4569 3.3115
P 2.1089 1.5161 -3.1540
C 3.6772 2.3568 -2.9509
C 0.8841 2.6874 -3.7288
H 4.3361 1.8654 -2.2171
H 3.4846 3.3911 -2.6184
H 4.1639 2.3598 -3.9423
H -0.1263 2.2729 -3.6294
H 1.1123 2.8995 -4.7836
H 0.9569 3.5929 -3.1133
C 2.3252 0.1993 -4.3406
H 3.3157 -0.2506 -4.2145
H 2.2162 0.6289 -5.3447
H 1.5512 -0.5495 -4.1463
H -0.4148 -1.4779 1.3509
F 5.0596 1.6811 0.8126
B 5.8747 1.0614 1.8160
F 4.9913 0.4192 2.7553
F 6.6893 0.0781 1.2035
F 6.6270 2.0360 2.4957
*
```

Löwdin population analysis, charges in e, atoms 1 to 2: atom 1 (P): 1.2775, atom 2 (C): -0.3689


Entry 5:
ORCA calculation (wB97M-V/def2-TZVPD) on C32H46BrF4N8OPPbS as an isolated structure at a distorted geometry.

Relative energy (zero: lowest compared OMol25 entry of this formula, charge and spin) in kcal per mole: 42.29
DFT total energy in Eh: -5666.03065
Gap between HOMO and LUMO in eV: 7.49
HOMO energy in eV: -7.14
LUMO in eV: 0.35

Geometry as ORCA input:
```
! RIJCOSX wB97M-V def2-TZVPD def2/J DEFGRID3
* xyz 0 1
Pb -0.3095 -19.4665 7.7652
C -0.6381 -22.8438 8.9846
N 0.4136 -21.7388 8.9423
C 0.8275 -21.4176 10.3399
C 1.6641 -22.0661 8.1312
C 1.3096 -22.1916 6.6296
N 0.4658 -21.0447 6.2360
C 0.1194 -20.8046 4.9457
C -1.2662 -20.6784 4.5816
F -2.1210 -20.7084 5.6324
C -1.6595 -20.5811 3.2339
F -2.9715 -20.5411 2.9444
C -0.7593 -20.3297 2.2677
C 0.6049 -20.2128 2.6350
F 1.5594 -19.9533 1.6840
C 1.0163 -20.4018 3.9280
F 2.3273 -20.1135 4.3181
H -0.2639 -23.8388 9.3052
H -1.0989 -23.0158 8.0365
H -1.4194 -22.5485 9.6973
H 1.1993 -22.3112 10.8650
H 0.0321 -20.9223 10.8790
H 1.6300 -20.7323 10.3869
H 2.1694 -23.0004 8.4252
H 2.4499 -21.3434 8.3331
H 0.7799 -23.1006 6.4283
H 2.2842 -22.2945 6.0434
H -0.9868 -20.2336 1.2146
Br 6.0105 -17.2303 9.2265
C 4.3719 -17.9345 8.6963
C 4.0826 -18.3175 7.4290
C 2.7677 -18.8120 7.1731
C 1.7418 -18.7449 8.1124
C 2.0381 -18.0813 9.3563
C 3.3688 -17.8601 9.6881
H 4.7531 -18.0476 6.6211
H 2.5749 -19.2494 6.1902
H 1.2784 -17.7076 10.0748
H 3.7435 -17.3273 10.5583
C 2.7924 -16.3543 4.0107
C 1.6645 -15.4491 4.4472
C 0.5377 -15.8754 5.3322
N 0.2567 -17.1602 5.5743
N -0.8884 -17.3364 6.2592
C -1.4853 -16.1876 6.5886
N -2.6840 -16.0580 7.2363
S -0.5634 -14.7635 6.0713
H 3.1715 -16.0815 2.9838
H 2.5189 -17.4588 4.0088
H 3.6574 -16.2629 4.6605
H 1.0558 -15.0891 3.5416
H 2.0500 -14.5259 4.8747
H -3.3144 -16.8416 7.4264
H -2.8773 -15.1389 7.6208
O -4.6957 -18.3363 7.6511
P -6.1009 -18.8568 7.7035
N -6.3030 -20.1245 6.6586
C -5.1415 -21.0023 6.3688
C -5.6247 -22.0267 5.3648
C -6.9947 -21.6038 4.9265
C -7.4828 -20.4225 5.7392
N -7.2247 -17.6693 7.2112
C -6.9816 -16.7076 6.0732
C -8.2417 -15.7893 5.9162
C -9.1857 -16.1615 7.1928
C -8.4497 -17.2968 7.9697
N -6.4867 -19.3339 9.2575
C -5.3791 -19.2333 10.2677
C -5.7754 -20.0659 11.4508
C -7.2714 -20.4132 11.2527
C -7.4086 -20.3564 9.7245
H -4.7044 -21.4257 7.3077
H -4.3370 -20.3634 5.9880
H -5.6523 -22.9875 5.9037
H -4.9246 -22.1089 4.5344
H -7.7426 -22.4184 5.0530
H -6.9867 -21.3395 3.8855
H -8.3750 -20.5150 6.3896
H -7.6102 -19.5792 5.0615
H -6.7917 -17.3094 5.1743
H -6.0260 -16.1720 6.2594
H -8.7598 -15.9272 4.9704
H -7.8731 -14.7400 5.9952
H -10.1577 -16.5091 6.8125
H -9.3649 -15.2842 7.8949
H -9.0833 -18.2225 7.9866
H -8.0899 -16.9169 8.9371
H -5.2451 -18.2103 10.4588
H -4.4184 -19.4686 9.7532
H -5.4824 -19.5520 12.3872
H -5.1641 -21.0179 11.4504
H -7.9991 -19.8325 11.8112
H -7.6586 -21.3886 11.5219
H -8.4603 -20.1168 9.4312
H -7.1162 -21.3542 9.3099
*
```

Löwdin population analysis, charges in e, atoms 1 to 2: atom 1 (Pb): 1.2564, atom 2 (C): -0.0705